(1)
The following is a DFT calculation (ωB97M-V with the def2-TZVPD basis set) of a molecular structure, C27H26FMoN6O4.

Summary:
- HOMO-LUMO gap (alpha / beta) (hartree) = 0.2786 / 0.2078
- ⟨S²⟩ = 2.06
- DFT total energy (Eh) = -1841.81342
- M (g mol⁻¹) = 613.48
- HOMO energy (alpha / beta) (Eh) = -0.417 / -0.417
- E_LUMO (alpha / beta) (Ha) = -0.139 / -0.209
- 2S+1 = 3
- net charge = +1

Last column: Mulliken charge in e.
Positions of all 65 atoms, in Å:
Mo 0.435225 -0.291391 0.473435  -0.317
C 5.299471 -2.779304 2.189373  -0.541
C 4.537522 -3.177978 1.101360  -0.948
C 3.656036 -2.289319 0.505372  -0.299
C 3.558293 -0.991141 0.996673  -0.084
C 4.326634 -0.578813 2.084467  0.415
C 5.192428 -1.484681 2.677985  -1.079
N 2.627696 -0.098903 0.397650  0.331
C 3.029127 1.074020 -0.106610  0.772
C 4.369745 1.542438 -0.177905  -0.599
C 4.601328 2.841371 -0.534497  -0.750
C 3.538810 3.708730 -0.838753  -0.731
C 2.222638 3.261045 -0.835584  -0.460
C 1.971583 1.946745 -0.514684  0.496
N 0.681103 1.382271 -0.504910  -0.535
N -0.056719 1.767441 0.615694  0.366
C -1.443954 1.555867 0.458061  0.470
C -2.428574 2.505298 0.654825  -0.806
C -3.740509 2.063368 0.598303  -0.409
C -4.014979 0.719287 0.361211  -0.959
C -2.967692 -0.165074 0.199572  -0.045
N -1.703353 0.261775 0.255086  0.306
H 5.980919 -3.478327 2.654879  0.412
H 4.631488 -4.183114 0.712565  0.433
H 3.064233 -2.592003 -0.349705  0.544
H 4.252342 0.438679 2.453272  0.513
H 5.788807 -1.173371 3.525135  0.456
H 5.179670 0.870452 0.068542  0.541
H 5.614421 3.216460 -0.578093  0.452
H 3.754064 4.736129 -1.099396  0.456
H 1.403263 3.918584 -1.092363  0.535
H -2.162624 3.534635 0.849402  0.483
H -4.554385 2.761249 0.742067  0.453
H -5.032785 0.360827 0.316355  0.417
H -3.124027 -1.220239 0.024827  0.390
C -1.449417 -3.466953 1.018907  -1.296
C -0.840578 -3.268254 -0.366008  0.652
C -0.021076 -4.492891 -0.785299  -1.589
C 0.053179 -2.051250 -0.374121  -0.050
H -2.048788 -4.376611 1.044275  0.441
H -2.082461 -2.634158 1.323719  0.236
H -0.663255 -3.569178 1.771837  0.324
H -1.629904 -3.117829 -1.109803  0.399
H 0.792853 -4.669701 -0.077446  0.326
H 0.405630 -4.370264 -1.781382  0.419
H -0.650732 -5.381950 -0.794498  0.417
H 0.634597 -1.883518 -1.302075  0.449
H 0.831485 -2.248263 0.460448  0.049
F -1.135850 5.478021 3.305380  -0.364
C 0.034312 4.835042 3.314488  0.398
C 0.081833 3.505865 3.427748  -0.261
N 1.287360 2.831772 3.441198  0.120
C 1.425897 1.387414 3.316224  0.788
C 0.154310 0.576191 3.212250  -0.107
O -0.864564 0.769365 3.808757  -0.570
O 0.308777 -0.478149 2.383892  -0.475
C 2.488247 3.497264 3.279892  0.197
O 3.543254 2.899945 3.159138  -0.618
N 2.396726 4.865544 3.226166  -0.010
C 1.239757 5.650933 3.192340  0.258
O 1.284257 6.847078 3.069385  -0.590
H -0.808684 2.908212 3.544506  0.606
H 2.001355 0.995427 4.159671  0.690
H 2.020658 1.192957 2.430177  -0.768
H 3.274878 5.358426 3.135825  0.254

Force components x, y, z for each atom (eV/Å):
Mo 0.272 0.844 -0.355
C 0.037 0.002 0.039
C -0.046 -0.011 -0.059
C -0.004 -0.014 0.116
C 0.014 0.011 0.095
C 0.057 -0.036 -0.064
C 0.003 0.026 0.017
N -0.415 0.033 -0.226
C -0.037 -0.001 0.138
C 0.143 0.019 -0.007
C 0.118 -0.091 0.030
C -0.065 0.043 -0.014
C -0.066 -0.069 -0.024
C 0.021 0.095 -0.027
N 0.132 0.050 -0.053
N -0.005 -0.324 0.062
C -0.268 0.075 0.036
C 0.045 -0.075 -0.072
C 0.004 0.000 -0.006
C 0.010 -0.027 -0.018
C -0.034 0.033 -0.114
N 0.069 -0.071 0.119
H -0.003 0.006 0.006
H -0.005 0.004 -0.004
H 0.020 0.011 -0.012
H -0.058 -0.003 0.028
H -0.004 0.001 -0.001
H 0.012 0.036 -0.027
H 0.007 -0.029 0.003
H -0.024 0.006 -0.003
H -0.001 0.000 -0.005
H -0.010 0.008 0.011
H 0.006 0.008 0.003
H 0.004 -0.008 -0.001
H -0.021 0.001 0.018
C -0.031 -0.069 0.010
C -0.203 0.214 -0.132
C -0.006 0.003 -0.021
C 0.341 -0.475 0.353
H -0.015 0.013 -0.003
H 0.023 0.018 0.012
H 0.009 -0.010 -0.015
H -0.026 0.016 0.025
H 0.000 0.003 -0.003
H 0.008 -0.001 0.002
H -0.009 0.004 0.000
H -0.121 -0.103 -0.074
H 0.014 -0.047 -0.279
F -0.027 0.014 -0.001
C 0.031 -0.073 -0.014
C 0.000 0.116 0.046
N 0.101 -0.014 -0.017
C 0.028 -0.049 0.012
C -0.116 -0.105 -0.062
O -0.006 0.067 0.066
O 0.144 -0.042 0.475
C -0.041 -0.083 -0.126
O 0.025 0.031 0.020
N 0.023 0.034 0.006
C -0.105 -0.042 0.033
O 0.029 0.023 -0.013
H -0.003 0.025 0.005
H -0.054 -0.009 0.032
H 0.089 -0.011 0.023
H -0.011 0.003 0.006

(2)
The following is a DFT calculation (ωB97M-V with the def2-TZVPD basis set) of a molecular structure, C27H26FN7ORhSe.

Summary:
- HOMO-LUMO gap (alpha / beta) (hartree) = 0.2671 / 0.2672
- DFT total energy (Eh) = -4114.71404
- energy relative to the best compared isomer or geometry (same formula, charge and spin) (kJ/mol) = 116.6
- M (g mol⁻¹) = 665.42
- HOMO energy (alpha / beta) (Eh) = -0.390 / -0.390
- E_LUMO (alpha / beta) (Ha) = -0.123 / -0.123
- net charge = +1

Last column: Mulliken charge in e.
Positions of all 64 atoms, in Å:
Rh -0.997225 1.762763 0.078402  -0.094
O -2.417723 3.319295 0.685412  -0.376
C -3.726829 3.098904 0.194943  -0.579
C -4.021853 1.633237 0.066223  0.849
C -5.299386 1.115503 0.206560  -1.020
C -5.495266 -0.241797 0.028898  -0.242
C -4.403015 -1.042763 -0.281476  -0.986
C -3.159371 -0.456392 -0.389167  -0.005
N -2.976937 0.857145 -0.218923  0.480
H -2.309231 2.996957 1.621970  0.439
H -3.763384 3.554357 -0.796538  0.278
H -4.467354 3.586441 0.829372  0.416
H -6.121394 1.774218 0.450657  0.436
H -6.477795 -0.677399 0.148391  0.432
H -4.510967 -2.106358 -0.435347  0.449
H -2.290311 -1.050932 -0.627001  0.348
Se -0.959255 3.264002 -1.846963  -0.081
C -0.357597 4.880450 -1.011274  0.306
C 0.998997 5.140545 -0.846566  -0.237
C 1.378554 6.330597 -0.243689  -0.388
N 0.512038 7.254770 0.158150  -0.568
C -0.779242 7.017880 -0.039318  -0.445
C -1.265187 5.848785 -0.611120  -0.264
H 1.743253 4.438913 -1.187482  0.493
H 2.427339 6.551527 -0.077704  0.357
H -1.460778 7.796986 0.282402  0.361
H -2.328843 5.699575 -0.734145  0.360
C 4.501138 2.057222 -0.552277  -0.842
N 3.233789 2.157211 0.156491  0.183
C 3.056896 2.409220 1.497153  -0.415
C 1.713302 2.464598 1.707351  -1.183
N 1.082747 2.256252 0.512296  1.268
C 2.014980 2.069424 -0.399194  -1.014
H 5.314421 2.217368 0.148831  0.328
H 4.556124 2.812603 -1.333604  0.328
H 4.609912 1.072384 -1.002602  0.321
H 3.887234 2.527601 2.170300  0.488
H 1.161103 2.647881 2.612719  0.561
H 1.844462 1.879097 -1.446157  0.598
F -1.261495 1.806928 2.167474  -0.718
N 1.277362 -4.968483 1.004720  0.013
C 1.563355 -6.242489 0.568761  0.726
C 1.838062 -7.430597 1.243134  -1.017
C 2.065439 -8.540425 0.459774  -0.416
C 2.016368 -8.480955 -0.946228  -0.482
C 1.742505 -7.306423 -1.607821  -0.784
C 1.514498 -6.166175 -0.831819  0.565
N 1.207778 -4.880375 -1.222343  -0.597
C 1.075415 -4.202801 -0.115268  -0.344
C 0.711456 -2.788746 -0.090396  1.236
C 0.513529 -2.069524 1.087054  -0.852
C 0.126890 -0.746068 1.015359  -0.518
N -0.066597 -0.132397 -0.154762  0.654
C 0.141978 -0.801681 -1.295245  -1.214
C 0.529183 -2.121157 -1.304699  -0.401
H 1.240549 -4.669394 1.962582  0.170
H 1.868213 -7.482291 2.323332  0.386
H 2.279301 -9.487744 0.936010  0.393
H 2.193705 -9.384960 -1.512701  0.390
H 1.696726 -7.250367 -2.686637  0.440
H 0.647408 -2.516091 2.062066  0.342
H -0.044295 -0.150953 1.905633  0.535
H -0.015787 -0.250513 -2.213556  0.593
H 0.691103 -2.654395 -2.230390  0.560

Force components x, y, z for each atom (eV/Å):
Rh -0.152 -0.058 0.940
O 0.746 -0.047 0.393
C -0.199 -0.079 -0.156
C -0.114 0.168 0.026
C -0.006 -0.038 -0.086
C 0.108 -0.056 0.034
C -0.096 0.086 -0.018
C -0.121 -0.062 -0.080
N 1.210 0.400 0.181
H 0.124 -0.101 -0.092
H 0.005 0.000 -0.005
H 0.091 0.049 0.069
H 0.008 0.003 0.017
H -0.017 0.018 -0.037
H 0.016 -0.007 0.013
H -0.002 0.025 0.038
Se 0.215 -0.746 -1.340
C 0.184 -0.241 0.188
C -0.125 0.185 0.052
C -0.050 -0.073 -0.075
N 0.053 0.113 0.082
C 0.007 -0.037 -0.045
C -0.013 0.016 0.055
H 0.054 -0.002 -0.013
H 0.005 0.012 -0.026
H -0.030 -0.012 -0.008
H 0.015 0.021 0.003
C 0.053 -0.042 -0.114
N -0.095 0.064 0.065
C 0.015 0.021 -0.057
C -0.138 0.113 0.192
N -1.367 -0.050 -0.507
C 0.215 -0.030 0.018
H -0.024 0.001 0.033
H -0.002 0.027 0.028
H -0.008 -0.013 0.041
H 0.004 0.022 -0.010
H -0.039 -0.046 -0.025
H -0.029 0.048 0.004
F 0.008 -0.819 0.342
N -0.002 0.084 0.053
C -0.003 -0.076 -0.135
C 0.012 0.044 0.035
C -0.023 -0.006 0.014
C -0.002 -0.004 -0.037
C 0.004 0.031 0.015
C -0.014 -0.024 0.113
N -0.011 0.074 -0.072
C 0.016 -0.126 0.009
C -0.047 0.066 0.049
C 0.046 -0.030 -0.128
C 0.101 -0.062 0.161
N -0.568 1.104 -0.062
C 0.059 0.068 -0.163
C 0.053 -0.043 0.062
H -0.005 0.003 -0.007
H 0.011 -0.018 -0.003
H 0.008 0.002 0.002
H 0.010 0.002 0.001
H 0.011 -0.021 -0.002
H -0.015 0.015 0.011
H -0.085 0.031 -0.035
H -0.039 0.025 0.022
H -0.024 0.027 -0.017